ORCA calculation (ωB97M-V with the def2-TZVPD basis set) on 6 unconnected molecules or ions with the total composition C48H103N5O6 at a distorted geometry.

```
162
Properties=species:S:1:pos:R:3:forces:R:3:lowdin_spin:R:1
C -3.7318 -1.2134 0.5645 0.649 -1.830 1.630 0.000
C -4.9483 -1.9895 0.0755 -2.371 0.930 -2.118 0.000
C -4.6547 -1.9839 -1.4750 0.744 0.577 0.932 0.000
C -5.6099 -2.7423 -2.2506 -2.201 -0.925 -0.656 0.000
C -5.8589 -4.1636 -1.7504 -0.255 0.453 0.042 0.000
C -6.1272 -4.3045 -0.2061 0.588 1.310 -1.045 0.000
N -5.1567 -3.4006 0.5256 1.288 -0.573 -1.687 0.000
O -5.0846 -3.6815 1.9065 -0.718 0.906 0.086 0.000
C -7.6858 -4.0192 0.0532 1.191 -0.765 0.197 0.000
C -5.7406 -5.7718 0.0761 0.442 0.039 2.394 0.000
C -6.2785 -1.1243 0.3213 1.288 -0.697 0.164 0.000
H -3.7119 -1.1802 1.6538 -0.067 0.511 0.157 0.000
H -3.4975 -0.2490 0.1138 -0.781 -0.013 -0.046 0.000
H -2.8840 -1.8504 0.3122 0.314 -0.057 0.000 0.000
H -4.7525 -0.9841 -1.8979 0.245 0.552 0.649 0.000
H -3.6168 -2.2537 -1.6705 0.125 -0.418 0.170 0.000
H -5.4591 -2.6126 -3.3224 0.490 -0.707 -0.174 0.000
H -6.5508 -2.1982 -2.1685 -0.439 -0.049 0.279 0.000
H -5.0519 -4.8413 -2.0289 0.171 0.062 0.038 0.000
H -6.7704 -4.5225 -2.2283 0.049 -0.284 -0.139 0.000
H -7.9317 -3.6538 1.0502 0.356 -0.584 0.331 0.000
H -8.2174 -3.2972 -0.5667 0.609 -0.094 -0.651 0.000
H -8.0749 -5.0193 -0.1383 -0.752 0.215 0.284 0.000
H -5.7159 -5.8966 1.1587 -1.460 -0.272 0.446 0.000
H -6.2937 -6.5809 -0.4008 -0.276 0.445 -0.053 0.000
H -4.6860 -6.0474 0.0819 0.531 0.683 -1.594 0.000
H -6.5317 -1.3482 1.3575 0.062 0.863 0.291 0.000
H -7.2033 -1.3340 -0.2162 0.444 -0.511 -0.469 0.000
H -5.9964 -0.1055 0.0555 -0.278 0.273 0.686 0.000
H -4.1917 -3.9974 2.0636 0.181 -0.090 -0.189 0.000
C -2.0694 3.9347 6.9102 0.484 0.618 -2.100 0.014
C -0.5123 4.3321 6.8129 -2.344 0.084 1.294 0.040
C 0.3862 3.1038 7.2062 0.478 1.306 -0.893 0.002
C 1.8444 3.3762 6.8653 0.470 -0.709 1.180 0.000
C 2.0183 3.7473 5.4354 -0.579 1.666 -0.177 0.002
C 1.3555 5.1349 5.1111 -1.146 -1.214 -2.134 0.035
N -0.1105 5.0080 5.5280 -0.351 0.059 0.860 0.621
O -0.9872 5.9620 5.0672 0.914 -1.828 1.214 0.177
C 2.0090 6.3612 5.6774 1.045 0.247 0.513 0.030
C 1.3505 5.3125 3.5582 -0.307 -0.577 0.044 0.010
C -0.4421 5.4663 7.8902 0.748 -0.634 0.943 0.050
H -2.3831 3.3173 6.0684 0.257 -0.342 -0.015 0.000
H -2.6614 4.8384 6.7662 0.040 0.103 0.297 0.000
H -2.4149 3.4403 7.8181 0.797 0.112 0.147 0.001
H 0.2807 2.9545 8.2807 -0.202 -0.015 -0.110 0.000
H 0.2016 2.1611 6.6910 -1.049 0.225 -0.095 0.000
H 2.3242 2.4003 6.9388 0.436 0.143 0.581 0.000
H 2.2582 4.0630 7.6037 0.397 0.053 -0.225 0.000
H 1.5467 2.9201 4.9050 -0.075 0.346 -0.717 0.001
H 3.0474 3.8493 5.0911 0.083 -0.219 0.213 0.000
H 1.6000 7.3195 5.3574 -0.445 -0.240 0.040 0.001
H 2.1832 6.3714 6.7533 -0.196 -0.087 -0.071 0.000
H 2.9890 6.3184 5.2020 0.255 0.140 0.173 0.004
H 2.3511 5.3865 3.1323 0.095 0.024 0.493 0.001
H 0.9225 4.4390 3.0664 -0.177 -0.099 0.048 0.000
H 0.8271 6.1986 3.1992 0.005 0.220 0.142 0.000
H 0.5966 5.7342 8.0832 -0.144 0.264 0.065 0.000
H -0.8401 5.0168 8.7999 0.283 -0.264 0.113 0.005
H -1.0828 6.3451 7.8167 0.187 -0.041 -0.978 0.001
H -0.7984 5.9404 4.1262 0.025 0.560 -0.838 0.007
C 7.4995 3.5845 -1.2711 -0.371 0.614 -0.830 0.000
C 6.0682 2.9973 -1.0672 1.257 -1.371 1.576 0.000
C 6.0845 2.0603 0.1960 -0.849 1.943 1.505 0.000
C 6.0765 2.8820 1.4819 0.419 0.663 1.464 0.000
C 4.9054 3.8386 1.6175 0.350 0.003 -1.847 0.000
C 4.9190 4.8880 0.4087 -3.278 -1.323 2.036 0.000
N 4.9974 4.1000 -0.8107 1.172 -3.040 0.028 0.000
O 4.8724 4.8356 -1.9676 0.222 1.210 -0.849 0.000
C 3.4779 5.5134 0.4646 -0.002 0.530 -0.605 0.000
C 5.8474 6.0127 0.7851 0.988 -0.668 -0.548 0.000
C 5.7432 2.0119 -2.2301 -2.199 2.051 -0.125 0.000
H 7.9880 3.2570 -2.1888 -0.232 -0.542 -0.073 0.000
H 8.2348 3.4016 -0.4876 -0.368 0.153 0.323 0.000
H 7.3906 4.6476 -1.4858 0.177 0.222 0.448 0.000
H 5.1381 1.5379 0.3359 -0.074 -0.507 -0.828 0.000
H 6.9127 1.3835 0.4060 0.139 -0.152 -1.279 0.000
H 6.9833 3.4475 1.6964 0.434 -0.003 -0.466 0.000
H 6.0380 2.1858 2.3197 -0.077 -0.216 0.125 0.000
H 4.8946 4.4173 2.5411 0.122 -0.148 0.137 0.000
H 4.0317 3.1887 1.5691 -0.470 0.369 -0.112 0.000
H 3.3148 5.9044 1.4689 0.117 0.265 -0.070 0.000
H 3.3641 6.3251 -0.2540 0.473 0.517 0.161 0.000
H 2.5787 4.9565 0.2013 0.370 -1.126 0.192 0.000
H 5.6914 6.8665 0.1257 0.560 -0.019 -0.004 0.000
H 5.7277 6.3109 1.8266 -0.385 0.077 -0.088 0.000
H 6.8282 5.5382 0.7524 0.504 0.798 -0.327 0.000
H 4.6740 1.8116 -2.1615 -0.283 -0.402 0.384 0.000
H 6.2273 1.0357 -2.2610 0.559 0.553 0.153 0.000
H 5.7280 2.5878 -3.1554 0.827 -0.366 -0.390 0.000
H 3.9498 4.7471 -2.2178 -0.141 -0.081 -0.155 0.000
C -1.3336 -4.6397 -0.2592 1.044 0.672 -0.418 0.000
C -0.7343 -5.9530 -0.7144 -1.005 -0.170 0.055 0.000
C -0.9959 -6.8593 0.5156 1.541 -2.534 -0.491 0.000
C -0.8492 -8.4237 0.2156 2.212 2.274 2.506 0.000
C -1.6790 -8.7616 -0.8591 -4.560 -0.361 -3.239 0.000
C -1.6095 -7.8732 -2.1383 0.499 -0.104 -0.885 0.000
N -1.5547 -6.4084 -1.8366 -1.196 -3.813 3.237 0.000
O -1.6871 -5.6694 -2.9538 0.437 1.625 -1.147 0.000
C -0.3618 -8.3035 -2.8412 0.915 -1.081 -1.877 0.000
C -2.8161 -8.1039 -3.1173 0.100 0.012 1.293 0.000
C 0.7363 -5.7113 -1.1204 -0.093 -0.234 -0.245 0.000
H -2.3300 -4.6856 0.1803 -0.045 -0.194 -0.346 0.000
H -1.2896 -4.0384 -1.1673 -0.332 0.738 0.363 0.000
H -0.6325 -4.2747 0.4913 -0.106 0.577 0.068 0.000
H -0.2370 -6.6330 1.2646 -0.018 0.317 0.096 0.000
H -1.9711 -6.7154 0.9807 -0.108 0.226 -0.371 0.000
H -1.1177 -9.0177 1.0892 0.073 0.154 0.217 0.000
H 0.1698 -8.7117 -0.0427 0.428 0.388 0.301 0.000
H -2.7247 -8.6712 -0.5654 -0.408 0.218 0.426 0.000
H -1.6590 -9.8255 -1.0952 0.494 -0.049 -0.584 0.000
H 0.4423 -8.6529 -2.1935 0.200 0.586 0.009 0.000
H -0.5420 -9.1627 -3.4873 -0.412 -0.594 0.307 0.000
H -0.0408 -7.6423 -3.6461 0.376 0.739 0.530 0.000
H -2.9009 -9.1312 -3.4717 0.358 -0.035 0.070 0.000
H -3.7242 -7.9225 -2.5425 -0.263 0.236 -0.088 0.000
H -2.7821 -7.4327 -3.9755 0.113 -0.166 0.102 0.000
H 1.3857 -5.5216 -0.2658 -0.040 0.220 -0.001 0.000
H 0.7370 -4.8782 -1.8232 0.069 0.419 0.274 0.000
H 1.1984 -6.4882 -1.7295 -0.267 -0.449 0.381 0.000
H -2.6192 -5.4469 -2.8965 -0.125 0.494 -0.511 0.000
C -1.6934 0.4743 -3.9387 0.745 -1.890 0.061 0.000
C -1.1071 1.7403 -4.5595 -0.508 -0.518 -0.113 0.000
C -0.5357 2.6204 -3.3879 -1.403 -0.271 0.395 0.000
C 0.8762 2.3982 -2.9398 1.063 -0.105 -0.709 0.000
C 1.8403 2.1597 -4.1237 0.091 1.606 1.145 0.000
C 1.3809 1.1646 -5.1380 -0.619 -2.590 -1.547 0.000
N -0.0492 1.3363 -5.5375 -0.299 2.840 -0.390 0.000
O -0.5718 0.5752 -6.6411 0.636 -0.704 1.684 0.000
C 2.3029 1.2065 -6.3943 -0.252 -0.248 -0.250 0.000
C 1.5553 -0.2911 -4.6472 0.267 -0.339 0.520 0.000
C -2.3450 2.4246 -5.2457 0.920 0.530 1.097 0.000
H -2.4725 0.5156 -3.1776 -0.398 0.629 -0.416 0.000
H -0.9521 -0.1606 -3.4535 0.517 0.431 0.335 0.000
H -1.9391 -0.2100 -4.7508 -0.763 0.174 -0.122 0.000
H -0.8139 3.6743 -3.3864 0.402 0.275 -1.146 0.000
H -1.0905 2.3594 -2.4867 -0.605 -0.454 -0.083 0.000
H 0.9384 1.5800 -2.2224 -0.028 -0.319 -0.194 0.000
H 1.1526 3.2771 -2.3574 0.389 0.094 -0.058 0.000
H 2.8388 1.9447 -3.7429 -0.009 -0.900 0.069 0.000
H 2.1029 3.1086 -4.5914 -0.734 0.349 -0.430 0.000
H 2.3504 0.1971 -6.8030 -0.199 0.152 -0.307 0.000
H 1.9544 1.8736 -7.1828 -0.096 0.175 0.173 0.000
H 3.3507 1.4353 -6.2002 -0.085 0.316 0.480 0.000
H 2.5595 -0.3678 -4.2303 0.143 -0.376 -0.019 0.000
H 0.8456 -0.6769 -3.9155 0.051 0.562 0.308 0.000
H 1.4411 -0.9994 -5.4678 0.163 0.174 -0.137 0.000
H -3.0437 2.6011 -4.4279 -0.244 -0.164 0.069 0.000
H -2.8623 1.8246 -5.9943 0.407 0.007 -0.017 0.000
H -2.1118 3.4364 -5.5774 0.194 -0.129 -0.537 0.000
H -0.5169 1.0755 -7.4586 0.283 0.711 0.219 0.000
C 1.1789 1.6633 1.3385 0.015 0.777 -0.840 0.000
C 1.3053 0.1328 1.3269 -0.144 1.291 -0.537 0.000
C 0.5524 -0.5118 0.1284 0.198 0.582 1.471 0.000
O 2.7003 -0.1053 1.2974 0.493 -0.268 -0.183 0.000
H 1.2072 2.0999 0.3402 -0.119 -0.367 -0.510 0.000
H 2.0495 2.1679 1.7576 -0.005 -0.380 0.696 0.000
H 0.2620 2.0751 1.7601 -0.120 -0.318 0.360 0.000
H 0.9516 -0.1885 2.3066 -0.377 -0.570 -0.118 0.000
H -0.4825 -0.1702 0.1453 -0.165 -0.260 0.142 0.000
H 0.6003 -1.5905 0.2771 -0.139 -0.060 -0.533 0.000
H 0.9400 -0.1577 -0.8269 0.390 -0.281 0.066 0.000
H 2.9095 -0.8145 0.6851 -0.061 -0.124 -0.023 0.000
```
Forces are in eV/Å.

## Properties
Charge: +1
Highest occupied orbital energy (spin up / spin down) in eV: -9.1 / -9.1
Frontier orbital gap (spin up / spin down) in eV: 6.58 / 3.07
2S+1: 2
E in eV: -71162.8376